# C57H98BFN18O3

A structure of composition C57H98BFN18O3 at a distorted geometry (ωB97M-V/def2-TZVPD, OMol25).

XYZ file:
```
178
Properties=species:S:1:pos:R:3:forces:R:3:mulliken_charge:R:1
H 11.72614 -0.86284 -2.38837 -0.0846 0.0627 -0.0672 0.2620
H 6.60587 -6.96849 3.56658 -0.0071 -0.0800 -0.0627 0.1951
H -8.87928 -1.86724 0.28676 1.5512 0.3734 0.1027 0.3455
H -6.45878 5.48568 -4.30123 0.0787 -0.1501 0.1455 0.4395
H 8.08211 -8.13313 -3.53299 -0.0816 0.0739 0.0577 0.2770
H -16.00800 10.02974 0.79908 0.0611 0.0861 0.0646 0.2475
H 6.25208 0.40058 3.25515 0.9092 -1.1986 -0.8289 0.3894
H 2.99535 -10.03162 -3.16975 0.0205 0.0550 0.1116 0.2838
H 8.13873 -2.40486 -2.21029 -0.6170 1.2770 0.3902 0.3587
H -12.97050 5.18682 0.97688 0.1345 0.0273 0.0026 0.3174
C -8.01471 -1.54468 -6.89548 -1.5073 1.3571 -0.7343 0.3389
H 2.65443 -8.42713 1.34046 -0.0388 -0.0882 0.3433 0.0941
C 6.80224 -5.32598 0.33225 -0.3857 2.8434 4.9128 -0.5578
H -2.75106 2.79737 -1.46082 0.3505 -1.5040 1.1387 0.0505
H 6.31806 -8.28982 -3.67694 0.0593 0.0991 0.0359 0.1346
H 1.69093 5.73120 -3.34181 0.0529 0.0244 0.1041 0.2584
C 6.93492 -0.28004 2.62779 0.6042 0.3480 -0.0305 -0.7414
C -15.16823 10.71826 0.90169 -0.0482 0.4538 0.7103 -0.3647
C 11.09749 -2.29280 9.16962 0.6943 -0.6465 -0.7022 0.4365
H 6.05899 -1.12230 -3.27146 0.0018 -0.5012 1.5567 0.3516
H -7.32693 -3.52853 -6.53881 -0.0254 0.1259 -0.0172 0.2828
H 3.62806 -10.91402 -1.76330 -0.0029 0.1210 -0.0060 0.2739
H -7.17518 4.25757 -3.23818 0.1238 -0.0276 0.0431 0.1945
C -5.11547 4.65881 -2.87292 0.8560 0.0487 0.7115 0.5160
H 6.81420 -4.68012 -0.53145 -0.1218 1.4231 1.7509 0.2715
B -9.07339 1.33859 -0.35501 -1.5429 0.4363 -0.0001 0.4305
N -5.99032 6.02706 -6.30235 0.7939 -1.4962 -1.7365 -0.4840
H 6.89911 -8.44043 4.51804 0.0010 -0.0064 -0.1305 0.3072
N 9.29304 -0.39881 -4.41352 1.9446 0.3428 1.0061 -0.4408
C -7.90351 0.68746 -2.62767 -0.1550 -0.8330 0.0490 0.5703
H 0.35819 1.18822 0.10391 -0.6312 1.4629 -0.7171 0.3254
H -10.62212 1.46811 -1.62686 0.8755 0.9815 0.1190 0.2860
C -1.41910 2.65296 0.31911 0.4502 0.3456 -0.4168 -0.6904
H 3.74126 0.66457 -3.20835 0.6129 1.2256 0.8950 0.2568
N 11.68722 -2.75000 8.27268 -1.0500 0.8315 1.8594 -0.4677
H 0.92768 6.55702 -1.96592 0.1091 -0.0376 -0.0109 0.2694
C 8.48901 -0.16970 0.43802 -0.4035 -0.0113 0.5636 -0.4755
C -6.96754 -2.50461 -6.42758 -0.5811 0.5353 -0.1930 -0.4810
H -1.53795 2.37299 1.42989 0.0937 0.2923 -1.7059 0.3632
H 6.34308 0.98407 -2.58592 -1.3581 0.2329 0.9796 0.2542
H -5.13994 3.15240 -7.42274 -0.0209 0.1099 -0.0061 0.2534
C 11.54790 -0.01773 -3.05486 -0.7169 -0.1252 -0.4082 -0.8628
H 4.33008 2.40647 -3.30407 -0.2865 -1.1882 1.2125 0.4025
C 2.95416 1.94323 -1.53866 0.2606 -0.0617 -0.5821 -0.0141
C -7.76118 -1.69155 0.44296 0.8987 -0.6936 0.5401 -1.0964
C 6.63015 -4.49031 1.58985 0.0046 0.6865 2.0002 0.1322
C 10.28174 -0.23186 -3.81944 -0.8827 -0.1340 -0.6396 0.4904
C -4.78561 0.69231 -0.75870 0.2906 0.7560 1.9074 -0.2596
H 8.19273 -0.57243 -2.20279 -0.7787 -1.2110 0.7218 -0.1446
H -9.93335 7.92964 2.59928 -0.0722 0.0381 -0.0964 0.2779
C -11.36759 8.61156 1.18130 -0.9401 -0.0842 -0.5462 0.4378
H -7.85857 -3.60903 2.59779 1.4009 -0.3558 -0.5902 0.2892
C 2.47013 -8.24461 3.45758 -0.1362 0.5529 0.9290 0.2757
H 3.57914 -9.62479 2.27402 -0.0662 0.0428 0.0509 0.2749
H 1.81408 -9.77819 2.13425 0.0485 0.0825 0.0700 0.3282
C -5.96432 0.12579 0.16963 0.8669 0.0123 -0.3929 -1.3179
H -14.24104 10.14474 0.94338 -0.0947 0.0434 0.0144 -0.0292
H 10.37678 -2.45755 5.52558 -0.0285 0.1041 0.0724 0.3012
H 2.08064 7.43068 -2.99806 0.0377 -0.0908 0.0758 0.3236
H 6.58633 1.07791 0.90415 1.3253 -0.5897 0.2764 -0.1183
H 0.77955 2.92217 0.47851 -0.8895 -1.0386 -0.9791 0.3358
H 9.28144 -1.96252 10.23233 0.1334 0.0096 -0.0310 0.2584
N -10.05746 4.29714 1.95912 -1.6970 0.8554 -1.2320 -0.5259
C 0.36073 2.63871 -1.69590 0.4333 -0.3809 -0.5617 0.1607
C -10.93421 4.64297 1.27237 0.7818 -0.3268 0.6083 0.5110
H 8.83522 -2.24475 6.38277 0.0350 0.0646 -0.1052 0.2882
C -6.52156 -1.18456 -1.98871 0.3166 -0.8406 -1.0849 -0.4405
C 5.20864 -0.45324 -1.31533 0.0702 -0.0174 -0.0514 -0.1657
H 0.62597 3.75856 -1.78695 -0.3549 -1.6362 0.2668 -0.2078
H 7.11426 2.06837 9.56977 0.0402 -0.1014 0.0665 0.2709
C 7.66357 -1.47362 -1.74858 -0.2904 -0.2436 0.1644 -0.1737
N 2.33938 -7.60061 4.42094 0.2965 -1.2325 -1.8137 -0.4326
C 8.01292 0.68287 10.91367 0.7926 -0.2226 0.7524 0.4100
H -6.31862 0.97467 0.83660 -0.1415 -1.2170 -0.9735 0.3691
H 8.67847 -2.37307 0.02650 -1.0873 1.1966 -0.1536 0.3900
C 7.14318 -7.58111 -3.59606 -0.0452 0.4822 0.6868 -0.8245
H 3.08719 3.01629 -1.11703 -0.1384 -1.7205 -0.8810 0.1106
O -10.11916 2.08460 -1.04040 0.7440 -2.0533 0.7157 -0.5018
H 7.15970 -6.95063 -4.48622 -0.0185 -0.0075 0.1240 0.2953
H 5.72773 -2.54230 -2.17069 0.3283 1.5069 0.3151 0.2597
H 5.83069 1.76454 -1.01680 -0.8289 -1.0236 -1.1035 0.2979
H -11.81464 6.04878 -0.05966 -0.0279 -0.0953 0.1020 0.2011
H -9.54155 1.51737 1.70059 0.3994 0.4478 -0.4161 0.2031
C -7.12613 -0.65816 -0.60496 -1.0299 0.0700 0.0073 2.6119
H 5.97747 -6.02840 0.24868 -0.1592 0.5181 0.8008 0.3557
C 6.88591 1.10460 10.02666 0.6233 -0.2360 0.4860 -0.7428
H -4.10793 4.33291 -8.25858 -0.1006 0.0347 0.0771 0.2717
H 1.33243 0.67540 -2.41344 0.0933 1.5014 0.0558 0.2197
H -15.14018 11.37718 0.03273 -0.0147 -0.0113 0.1241 0.2491
H -10.15100 9.69291 2.55331 -0.0723 -0.0735 -0.0883 0.2965
H 1.72120 2.19324 -3.40333 -0.1043 -0.6083 1.2565 0.3405
H 7.73991 -5.87705 0.38633 -0.0566 0.2945 0.3424 0.3629
H -6.73710 -2.31982 -5.37631 -0.0327 0.0352 -0.0663 0.0590
H -6.05928 -2.37966 -7.01856 -0.1174 0.0376 0.0279 0.2622
H -5.14114 1.23696 -1.68984 0.4484 -1.0703 0.9829 0.0163
H -7.74519 -3.88026 0.00663 1.4615 0.9943 0.3719 0.3601
H -7.57269 1.77498 -2.55805 -0.0431 -1.4627 -0.3099 -0.2617
C -12.05576 5.08593 0.39127 0.6021 -0.3156 0.3970 -0.7463
N 8.89267 0.35390 11.60514 -1.9591 0.8701 -1.1882 -0.4581
H -6.08047 3.77033 -4.55041 0.0235 0.0803 0.0975 0.0467
C -2.56484 2.03172 -0.61576 0.2414 0.6724 0.4968 -0.3884
H -5.98746 -3.13938 0.06305 -1.5818 0.0513 0.2690 0.2547
H 7.82395 -0.60045 3.29017 -1.7279 0.4206 -1.2394 -0.1347
C -5.61211 5.18902 -7.01895 -0.3433 0.8834 0.5696 0.4307
H 4.65723 -9.74119 -2.61215 -0.0953 0.0073 0.0978 0.1101
N 6.83161 -6.06780 -1.41893 0.7459 -5.8940 -9.7146 -0.3890
H 10.30678 -1.46178 6.99126 -0.0454 0.0263 -0.2805 0.0824
H 5.38311 -0.51993 -0.18402 -0.0701 -0.1169 -1.6605 0.1517
N 9.23762 0.39182 4.61222 0.7122 -1.6698 1.4901 -0.4805
C 3.14567 -8.87446 -1.38901 -0.3504 0.8365 0.6155 0.4417
H -4.06227 -0.16364 -0.94989 -0.9969 1.1344 -0.3240 0.4315
C 7.49373 0.61684 1.41308 0.1035 -0.3713 0.9108 -0.3287
C -5.12723 4.11428 -7.93752 -0.2658 0.5965 0.5098 -0.7379
H 6.73568 0.36402 9.23974 0.0561 0.0491 0.0840 0.2596
C 9.46950 -0.54891 5.26188 -0.1777 0.9249 -0.5963 0.4986
H 8.09852 1.46378 1.89051 -0.8983 -1.0165 -0.7041 0.4578
N 6.49789 -3.84446 2.55654 0.2244 -1.2873 -1.8940 -0.5431
F -6.33660 -4.98250 1.92361 -0.9761 1.7653 0.5629 -0.3269
C 6.10920 -1.46071 -2.17074 0.4413 0.0169 -0.1893 -1.2209
H 6.94511 -1.88280 0.33505 1.3318 0.5857 -0.4188 -0.1442
H 11.47296 0.89436 -2.46119 -0.0573 -0.0873 -0.0651 0.2631
C 2.96814 6.02826 -1.66424 2.2910 -0.8268 1.7887 0.4672
C 7.91129 -1.53821 -0.15862 0.2957 -0.2360 -0.8235 0.0184
C 1.84518 6.46477 -2.54904 0.6172 -0.2581 0.4947 -0.8257
O -5.93650 -2.21845 -2.30335 -1.4417 2.8040 1.0327 -0.6222
H 8.78172 0.56100 -0.40116 -0.2586 -1.2228 1.1131 0.2114
C 1.56969 1.79154 -2.34635 0.1551 0.6968 0.8717 -0.8599
H -7.62230 -1.21741 1.48404 -0.3984 -0.4224 -1.6007 0.4078
H -6.05989 -2.97527 2.49076 -1.2774 -1.1123 -0.2049 0.2472
N -4.20613 4.75474 -2.14828 -1.7525 -0.1687 -1.3959 -0.4580
H 5.44975 -8.31601 3.49844 0.1028 0.0381 -0.0090 -0.0378
N 3.86079 5.69152 -0.96328 -3.1273 1.1677 -2.4492 -0.4560
H -0.53808 2.48830 -2.39050 0.9974 0.1119 1.2372 0.2313
C 6.50615 -8.05549 3.57608 0.4557 -0.2935 -0.6622 -0.4035
C 2.63996 -9.07080 2.22313 -0.1118 0.5648 0.7610 -0.4707
N -12.36037 8.47358 0.58447 1.9154 0.2799 1.1613 -0.5013
H -5.47328 -0.64454 0.87542 -0.7306 1.1087 -1.0723 0.2234
H -5.77280 4.05721 -8.81486 0.0191 0.0496 0.1185 0.2736
H 12.38722 0.07457 -3.74552 -0.1226 -0.0142 0.0177 0.3463
H -3.90058 1.52631 1.21343 0.1572 0.0554 -1.4740 0.3451
C 4.13025 1.54036 -2.56843 0.1578 0.2545 0.1941 -0.8353
N -8.83816 -0.79309 -7.27168 2.3339 -2.0722 1.1296 -0.4311
N -8.77197 1.72385 1.05263 0.4135 0.2177 -1.5025 -0.5125
H -12.21858 4.35229 -0.39988 0.1349 -0.0223 0.1243 0.2305
C 9.76669 -1.75485 6.09404 -0.3377 0.8265 -0.6040 -0.7034
C -15.32291 11.52739 2.14913 -0.1409 0.6081 0.9128 0.2830
H 6.37856 -1.21697 2.28444 0.6597 1.4164 0.4786 0.2188
C -3.97087 1.80222 0.10863 -0.1969 0.1086 -1.0444 -0.5441
C -8.37908 0.14169 -1.20301 0.1690 0.1892 -0.8006 -1.3085
C 5.46992 1.04521 -1.83614 -0.1074 -0.2879 -0.5101 -0.6800
N 7.85432 -9.11207 1.53686 -1.1726 0.9013 1.6474 -0.4565
H -2.16229 1.05412 -1.04868 -0.6793 1.1969 0.4986 0.3279
O -6.78091 -0.19408 -3.00690 0.0200 -0.9391 2.2558 -0.3371
H -9.17823 -0.65704 -1.45212 1.0933 1.0894 0.4239 0.4568
N -15.44357 12.15824 3.12209 0.2455 -1.2016 -1.8417 -0.3711
C 6.96872 -6.73411 -2.37656 -0.1374 0.7114 0.9387 0.5165
H 10.72469 -2.09960 11.25812 -0.0159 0.0413 -0.1118 0.3639
H 10.44225 -0.62348 10.31549 0.0779 -0.2253 -0.0497 0.2631
C -6.28170 4.53585 -3.80042 0.5357 0.0212 0.8737 -0.7239
C -6.87385 -3.63679 2.02933 0.8080 0.5970 -1.8350 -0.3267
H 9.42364 -0.44532 1.05410 -1.3253 0.6667 -0.9185 0.3199
H -8.34499 0.27903 -4.56895 -0.5538 0.5434 0.5659 0.2125
H -8.61137 2.75067 1.02294 -0.4853 -0.8423 0.6233 0.2533
N -8.88714 0.54114 -3.72404 0.3594 -0.4727 0.4620 -0.5651
C -10.09572 8.78840 1.94610 -0.6742 -0.1115 -0.3990 -0.7765
H -9.50313 -0.27790 -3.56746 0.6179 0.6299 0.0863 0.3440
H 4.10817 -0.73548 -1.47588 1.4895 0.4815 0.2036 0.4908
H -9.25622 8.87386 1.25484 -0.1279 -0.0205 0.0138 0.2743
C 0.07989 2.27247 -0.16852 -0.1347 0.6972 0.6298 -0.6821
C -7.03706 -3.12166 0.49915 -0.7447 -0.6585 1.2010 -0.5067
H 3.01375 1.23853 -0.63390 -0.2994 0.9249 -1.3091 0.2344
C 7.26345 -8.64703 2.42870 0.5587 -0.4375 -0.8138 0.3701
H -4.56422 2.79132 0.07238 0.8618 -1.4621 0.0897 0.2296
H 5.96879 1.19522 10.61019 0.1270 -0.0320 -0.0018 0.2757
H -1.49067 3.79820 0.24161 0.0187 -1.5893 0.3000 0.2480
C 3.63800 -9.95955 -2.29127 -0.3059 0.6085 0.4922 -0.6257
N 2.76163 -8.02883 -0.68442 0.7830 -1.5921 -1.6426 -0.5375
C 10.33780 -1.70665 10.31714 0.6575 -0.4783 -0.8784 -0.7692
```
Forces are in eV/Å.

Values from the calculation:
Total charge: 0
Energy (a.u.): -3566.3694
Lowest unoccupied orbital energy (eV): 0.098
HOMO-LUMO gap (eV): 9.805
Multiplicity: 1
HOMO level (eV): -9.71